Entry 1:
63
Properties=species:S:1:pos:R:3 method="wB97M-V/def2-TZVPD" relative_energy_kcal_mol=0.0 total_energy_ha=-1571.49233 lumo_ha=0.02514 orbital_gap_ev=10.0
C 5.235 3.819 -0.460
O 5.127 2.730 -1.337
C 5.018 1.494 -0.667
C 4.934 0.382 -1.707
H 4.065 0.559 -2.342
H 5.824 0.424 -2.335
C 4.837 -0.997 -1.054
N 3.609 -1.161 -0.311
C 3.560 -1.097 1.036
O 4.547 -0.995 1.735
C 2.149 -1.191 1.617
C 1.301 0.002 1.159
C -0.159 -0.157 1.590
N -0.718 -1.443 1.228
S -1.105 -1.571 -0.395
O -0.131 -0.937 -1.240
O -1.392 -2.948 -0.663
N -2.496 -0.646 -0.397
C -3.595 -1.382 0.205
H -3.141 -2.094 0.896
C -4.567 -0.476 0.968
C -3.924 0.035 2.253
H -3.726 -0.793 2.929
H -4.581 0.743 2.754
H -2.981 0.526 2.033
C -5.849 -1.244 1.281
H -6.343 -1.566 0.367
H -6.539 -0.616 1.840
H -5.625 -2.125 1.878
H -4.815 0.380 0.334
H -4.131 -1.956 -0.562
C -2.776 -0.023 -1.686
H -3.857 0.102 -1.780
C -2.089 1.340 -1.816
C -2.680 2.343 -0.830
H -2.643 1.948 0.181
H -2.127 3.278 -0.860
H -3.719 2.552 -1.080
C -2.226 1.852 -3.248
H -1.744 2.822 -3.349
H -3.276 1.961 -3.515
H -1.761 1.163 -3.947
H -1.029 1.194 -1.592
H -2.433 -0.682 -2.493
C 0.051 -2.560 1.744
C 1.487 -2.519 1.229
H 1.450 -2.627 0.143
H 2.059 -3.351 1.642
H 0.023 -2.508 2.836
H -0.450 -3.469 1.411
H -0.255 -0.054 2.676
H -0.775 0.598 1.101
H 1.318 0.082 0.073
H 1.703 0.925 1.583
H 2.253 -1.158 2.707
H 2.751 -1.167 -0.840
H 4.892 -1.774 -1.822
H 5.654 -1.135 -0.342
H 5.891 1.335 -0.015
H 4.121 1.490 -0.028
H 4.352 3.901 0.187
H 5.317 4.711 -1.077
H 6.125 3.731 0.177



Entry 2:
149
Properties=species:S:1:pos:R:3 method="wB97M-V/def2-TZVPD" total_charge=+1 total_energy_ha=-9054.97884 lumo_ha=-0.12116 orbital_gap_ev=8.5
C 2.044 1.415 -0.651
C 0.878 1.508 -1.649
C 0.591 2.924 -2.140
Br -1.233 3.064 -2.806
C 1.572 3.531 -3.162
C 2.776 4.295 -2.556
C 4.130 4.006 -3.208
C 4.415 2.506 -3.259
C 3.280 1.692 -3.897
N 2.093 2.558 -4.204
O 1.003 1.721 -4.662
C 0.957 1.694 -5.968
N 0.975 1.667 -7.118
H 2.818 2.162 -0.809
H 2.514 0.443 -0.794
H 1.651 1.450 0.362
H 1.011 0.817 -2.479
H -0.022 1.153 -1.151
H 0.621 3.606 -1.292
H 1.004 4.257 -3.741
H 2.550 5.353 -2.678
H 2.839 4.125 -1.484
H 4.220 4.488 -4.186
H 4.891 4.448 -2.568
H 5.341 2.297 -3.788
H 4.547 2.154 -2.239
H 2.977 0.853 -3.279
H 3.586 1.284 -4.860
H 2.355 3.130 -5.014
O 0.880 0.828 2.924
S 0.358 1.851 3.787
O 1.268 2.735 4.456
O -0.639 1.200 4.811
C -0.178 0.096 5.654
C 0.689 0.550 6.801
C -0.841 2.801 2.918
H 0.325 -0.634 5.019
H -1.098 -0.352 6.022
H 1.635 0.959 6.446
H 0.902 -0.300 7.448
H 0.193 1.320 7.390
H -1.543 2.129 2.427
H -0.297 3.401 2.190
H -1.352 3.447 3.628
O -5.773 0.631 3.290
S -4.423 0.269 2.989
O -3.661 1.098 2.097
O -4.381 -1.230 2.494
C -5.260 -1.619 1.401
C -4.796 -1.117 0.055
C -3.486 0.048 4.456
H -6.273 -1.288 1.632
H -5.251 -2.706 1.436
H -4.846 -0.030 -0.007
H -5.439 -1.532 -0.721
H -3.765 -1.417 -0.134
H -4.021 -0.591 5.153
H -3.337 1.040 4.877
H -2.534 -0.384 4.164
O 4.041 -1.628 -0.688
S 5.263 -0.899 -0.518
O 5.644 0.038 -1.542
O 6.440 -1.895 -0.218
C 6.666 -3.004 -1.137
C 7.307 -2.574 -2.436
C 5.264 -0.077 1.035
H 5.719 -3.521 -1.296
H 7.320 -3.670 -0.580
H 6.643 -1.941 -3.022
H 7.545 -3.459 -3.025
H 8.224 -2.017 -2.247
H 4.975 -0.786 1.806
H 4.534 0.728 0.967
H 6.257 0.324 1.216
O 2.116 2.819 8.877
S 3.183 3.622 8.348
O 4.535 3.261 8.656
O 2.925 5.131 8.743
C 2.714 5.434 10.149
C 3.987 5.385 10.964
C 2.993 3.778 6.613
H 1.953 4.760 10.541
H 2.298 6.439 10.138
H 4.391 4.376 11.018
H 3.775 5.727 11.977
H 4.750 6.028 10.526
H 1.968 4.058 6.396
H 3.218 2.804 6.188
H 3.695 4.522 6.247
O -9.218 -3.612 -1.989
S -8.676 -2.489 -2.691
O -7.512 -1.840 -2.164
O -9.822 -1.422 -2.923
C -10.581 -0.986 -1.764
C -9.808 -0.042 -0.869
C -8.399 -2.898 -4.377
H -10.927 -1.867 -1.223
H -11.450 -0.493 -2.192
H -8.960 -0.537 -0.400
H -10.468 0.327 -0.085
H -9.429 0.805 -1.441
H -9.290 -3.374 -4.774
H -7.555 -3.585 -4.394
H -8.159 -1.988 -4.920
O 0.751 -3.602 -9.655
S 1.675 -3.021 -10.587
O 3.054 -3.391 -10.516
O 1.533 -1.441 -10.487
C 1.631 -0.869 -9.161
C 3.052 -0.853 -8.633
C 1.096 -3.210 -12.232
H 0.959 -1.410 -8.493
H 1.251 0.143 -9.270
H 3.435 -1.859 -8.475
H 3.071 -0.322 -7.680
H 3.716 -0.349 -9.335
H 0.054 -2.909 -12.278
H 1.206 -4.265 -12.477
H 1.715 -2.603 -12.888
O -4.701 -4.772 -8.511
S -3.595 -3.977 -8.070
O -3.271 -3.945 -6.675
O -3.806 -2.488 -8.596
C -5.075 -1.857 -8.302
C -5.205 -1.426 -6.857
C -2.152 -4.340 -8.998
H -5.879 -2.533 -8.596
H -5.102 -0.997 -8.968
H -5.224 -2.281 -6.185
H -6.133 -0.866 -6.732
H -4.367 -0.791 -6.569
H -2.404 -4.333 -10.055
H -1.818 -5.328 -8.690
H -1.391 -3.603 -8.768
O 1.054 -0.487 11.557
S 1.966 -1.079 10.625
O 1.452 -1.597 9.389
O 2.791 -2.211 11.368
C 2.045 -3.225 12.088
C 1.381 -4.234 11.177
C 3.299 0.006 10.283
H 1.324 -2.730 12.740
H 2.793 -3.702 12.717
H 0.600 -3.776 10.574
H 0.933 -5.021 11.783
H 2.111 -4.679 10.501
H 3.703 0.384 11.218
H 2.890 0.821 9.686
H 4.054 -0.536 9.721